[1]
Here is 2 unconnected molecules or ions with the total composition ClH5OSi2 from the OMol25 dataset. Energies are from wB97M-V/def2-TZVPD.

Output
**Energy above the lowest of the compared OMol25 structures with the same formula, charge and spin**: 78.09 kcal per mole
**LUMO level**: -0.52 eV
**Kohn-Sham gap**: 10.2250 eV
**DFT total energy**: -30405.5750 eV

Last column: natural (NBO) charge in e.
Atoms and positions in Å:
1 O -1.57332 -1.56177 0.99051  -1.13
2 Si -2.27790 -0.87067 -0.11279  1.60
3 H -3.04032 0.40106 -0.03479  -0.23
4 H -2.01967 -1.28815 -1.55069  -0.23
5 Si 1.73214 0.87488 0.14722  0.90
6 Cl 2.05466 -1.08816 -0.21857  -0.39
7 H 3.09840 1.14985 0.68284  -0.15
8 H 1.20322 1.18390 -1.09991  -0.18
9 H 0.82278 1.19906 1.19618  -0.18

Forces on the atoms, in the same order (eV/Å):
O 0.800 -1.007 1.956
Si -0.317 1.054 -2.687
H -0.090 -0.229 0.113
H -0.389 0.195 0.619
Si 1.756 -0.917 1.395
Cl -0.196 -1.330 0.076
H -0.323 0.827 -0.526
H -0.423 1.323 -1.605
H -0.817 0.085 0.660

[2]
Here is a molecular structure, ClH8NiO4 from the OMol25 dataset. Energies are from wB97M-V/def2-TZVPD.

Output
**Energy above the lowest of the compared OMol25 structures with the same formula, charge and spin**: 37.28 kcal per mole
**LUMO level (spin up / spin down)**: -8.22 / -10.63 eV
**Kohn-Sham gap (spin up / spin down)**: 6.6637 / 4.2120 eV
**Multiplicity**: 3
**DFT total energy**: -61873.6740 eV
**Net charge**: +1
**⟨S²⟩**: 2.010

Last column: natural (NBO) charge in e.
Atoms and positions in Å:
1 Ni -2.61951 -0.98448 1.33176  1.31
2 Cl -0.56780 -0.07951 0.36031  -0.40
3 O 0.97148 -0.21435 3.34316  -0.92
4 H 1.79328 -0.54723 2.98251  0.48
5 H 0.38846 -0.14457 2.58722  0.44
6 O 2.58347 -0.06160 0.35010  -0.87
7 H 2.79066 0.33596 -0.49564  0.49
8 H 1.69752 0.24230 0.54753  0.45
9 O -0.88986 -1.86082 -2.58158  -0.92
10 H -0.32583 -2.50019 -2.14649  0.47
11 H -0.89130 -1.10399 -1.99553  0.45
12 O -1.70816 2.60324 -1.18259  -0.91
13 H -1.98925 2.52418 -2.09416  0.48
14 H -1.23317 1.79106 -1.00660  0.45

Forces on the atoms, in the same order (eV/Å):
Ni 1.981 0.886 -0.947
Cl -2.256 -0.988 0.945
O -0.406 -0.007 0.182
H 0.439 -0.119 -0.033
H 0.087 0.115 -0.051
O -0.181 -0.407 0.206
H 0.276 0.149 -0.347
H 0.059 0.356 0.177
O -0.354 0.028 0.045
H 0.276 -0.295 -0.029
H 0.102 0.226 -0.050
O -0.152 -0.041 0.397
H -0.134 0.113 -0.372
H 0.263 -0.014 -0.122

[3]
Here is ClHNO2P in the gas phase from the OMol25 dataset. Energies are from wB97M-V/def2-TZVPD.

Output
**Energy above the lowest of the compared OMol25 structures with the same formula, charge and spin**: 16.10 kcal per mole
**LUMO level (spin up / spin down)**: -1.93 / -1.16 eV
**Kohn-Sham gap (spin up / spin down)**: 8.1209 / 8.3079 eV
**DFT total energy**: -27409.7163 eV

Last column: natural (NBO) charge in e.
Atoms and positions in Å:
1 N 1.13198 -0.19083 -0.09350  -0.48
2 O 1.01673 -1.41732 0.08985  -0.30
3 O 2.39439 1.66764 -0.83601  -1.00
4 P 2.47883 0.56243 0.10735  1.61
5 Cl 3.72155 -0.88960 -0.06677  -0.20
6 H 0.26425 0.43628 0.11475  0.38

Forces on the atoms, in the same order (eV/Å):
N -6.358 -1.525 1.044
O -1.016 -1.391 0.063
O 1.064 1.873 -0.725
P 3.058 3.520 0.670
Cl 1.897 -1.262 -0.266
H 1.355 -1.214 -0.785

[4]
Here is a gas-phase ion, ClHNO2S2 (charge -1) from the OMol25 dataset. Energies are from wB97M-V/def2-TZVPD.

Output
**Energy above the lowest of the compared OMol25 structures with the same formula, charge and spin**: 23.02 kcal per mole
**LUMO level (spin up / spin down)**: 3.65 / 1.56 eV
**Kohn-Sham gap (spin up / spin down)**: 5.5567 / 6.8360 eV
**Multiplicity**: 3
**DFT total energy**: -39792.2678 eV
**Net charge**: -1
**⟨S²⟩**: 2.008

Last column: natural (NBO) charge in e.
Atoms and positions in Å:
1 N -0.83230 -0.53438 0.32341  -1.18
2 O 0.95220 -2.06089 -0.83769  -0.97
3 O -0.41710 -3.24547 0.90066  -0.96
4 S -2.18362 -0.12230 0.95109  0.62
5 S -0.39803 -2.36576 -0.35192  1.65
6 Cl -3.48099 0.54743 -0.68843  -0.58
7 H -0.06209 0.43369 0.18944  0.41

Forces on the atoms, in the same order (eV/Å):
N 4.820 3.500 -0.949
O -0.608 -0.205 0.194
O -0.026 2.206 -2.857
S -0.241 -0.746 3.706
S 0.936 -1.908 2.491
Cl -2.114 1.263 -2.683
H -2.767 -4.110 0.096

[5]
Here is a molecular structure, ClI2Li from the OMol25 dataset. Energies are from wB97M-V/def2-TZVPD.

Output
**LUMO level**: 3.76 eV
**Kohn-Sham gap**: 6.1798 eV
**DFT total energy**: -28932.7060 eV
**Net charge**: -2

Last column: natural (NBO) charge in e.
Atoms and positions in Å:
1 Li -0.11107 -0.07522 -0.12376  0.96
2 Cl -2.84126 -2.25714 -2.41799  -0.99
3 I 1.08015 4.06432 -1.27362  -0.98
4 I 1.87219 -1.73196 3.81538  -0.99

Forces on the atoms, in the same order (eV/Å):
Li -0.064 0.040 -0.105
Cl 0.281 0.215 0.242
I -0.099 -0.331 0.084
I -0.118 0.077 -0.221

[6]
Here is 2 unconnected molecules or ions with the total composition ClIO2S from the OMol25 dataset. Energies are from wB97M-V/def2-TZVPD.

Output
**Energy above the lowest of the compared OMol25 structures with the same formula, charge and spin**: 25.12 kcal per mole
**LUMO level**: -3.36 eV
**Kohn-Sham gap**: 6.8582 eV
**DFT total energy**: -35551.5917 eV

Last column: natural (NBO) charge in e.
Atoms and positions in Å:
1 O 2.07377 1.13984 -0.40239  -0.83
2 O -0.02333 0.08841 -1.02526  -0.83
3 S 1.39121 0.21338 -1.26207  1.65
4 Cl -2.23301 -1.90587 0.82067  -0.26
5 I -1.20863 0.46425 1.86905  0.26

Forces on the atoms, in the same order (eV/Å):
O 0.234 -0.298 -0.422
O 0.700 -0.266 -0.765
S -0.815 0.528 0.873
Cl 1.137 2.611 1.151
I -1.257 -2.575 -0.838

[7]
Here is a molecular structure, ClK from the OMol25 dataset. Energies are from wB97M-V/def2-TZVPD.

Output
**Energy above the lowest of the compared OMol25 structures with the same formula, charge and spin**: 3.20 kcal per mole
**LUMO level**: -0.75 eV
**Kohn-Sham gap**: 7.8467 eV
**DFT total energy**: -28848.5188 eV

Last column: Mulliken charge in e.
Atoms and positions in Å:
1 K 0.00000 0.00000 0.00000  0.87
2 Cl 2.47952 0.24057 0.21001  -0.87

Forces on the atoms, in the same order (eV/Å):
K -1.514 -0.147 -0.128
Cl 1.514 0.147 0.128

[8]
Here is a molecular structure, ClKLi from the OMol25 dataset. Energies are from wB97M-V/def2-TZVPD.

Output
**Energy above the lowest of the compared OMol25 structures with the same formula, charge and spin**: 38.13 kcal per mole
**LUMO level**: -4.54 eV
**Kohn-Sham gap**: 9.8617 eV
**DFT total energy**: -29047.3252 eV
**Net charge**: +1

Last column: Mulliken charge in e.
Atoms and positions in Å:
1 Li -8.92757 12.09599 -24.00226  0.93
2 K -8.00540 8.86354 -22.95777  0.91
3 Cl -7.56488 10.40987 -24.41569  -0.84

Forces on the atoms, in the same order (eV/Å):
Li 0.351 -0.026 -0.365
K -1.425 -6.272 5.522
Cl 1.075 6.298 -5.157

[9]
Here is a molecular structure, ClMnNa3 from the OMol25 dataset. Energies are from wB97M-V/def2-TZVPD.

Output
**Energy above the lowest of the compared OMol25 structures with the same formula, charge and spin**: 156.11 kcal per mole
**LUMO level (spin up / spin down)**: -20.17 / -21.55 eV
**Kohn-Sham gap (spin up / spin down)**: 12.6445 / 11.9779 eV
**Multiplicity**: 6
**DFT total energy**: -57039.7255 eV
**Net charge**: +4
**⟨S²⟩**: 8.754

Last column: natural (NBO) charge in e.
Atoms and positions in Å:
1 Na -1.90495 1.00197 -0.70353  1.00
2 Na -1.57416 -0.34742 1.30010  0.99
3 Na 1.62609 -0.51202 -1.54414  0.99
4 Mn 1.72661 -0.27930 1.05976  1.77
5 Cl 0.12641 0.13676 -0.11219  -0.75

Forces on the atoms, in the same order (eV/Å):
Na -2.988 2.270 -2.324
Na -2.840 -1.589 3.233
Na 2.613 -1.358 -5.186
Mn 4.956 -0.638 5.233
Cl -1.740 1.316 -0.956

[10]
Here is 2 unconnected molecules or ions with the total composition ClN2O2 from the OMol25 dataset. Energies are from wB97M-V/def2-TZVPD.

Output
**Energy above the lowest of the compared OMol25 structures with the same formula, charge and spin**: 8.74 kcal per mole
**LUMO level**: 4.22 eV
**Kohn-Sham gap**: 6.6584 eV
**DFT total energy**: -19594.6410 eV
**Net charge**: -1

Last column: natural (NBO) charge in e.
Atoms and positions in Å:
1 N -0.92027 -0.92288 -0.59899  -0.04
2 N -1.38202 -0.19272 0.06110  0.43
3 O 1.57247 -0.17835 0.37532  -0.99
4 O -1.99538 0.63982 0.59358  -0.41
5 Cl 2.72520 0.65413 -0.43101  0.00

Forces on the atoms, in the same order (eV/Å):
N 1.896 -2.943 -1.792
N -0.794 0.974 -0.246
O -0.547 -0.329 0.426
O -1.094 1.896 1.975
Cl 0.539 0.401 -0.363

Which formula does entry 5 have? ClI2Li